No. 1
Below is an isolated molecule of C20H18N4O6S at a distorted geometry, with properties calculated with wB97M-V/def2-TZVPD.

Results
* highest occupied orbital energy: -8.37 eV
* SMILES string: O=c1[nH]c(=O)n(COCCO)c2c1[C@@H](c1ccc([N+](=O)[O-])cc1)Nc1ccccc1S2
* orbital gap: 7.730 eV
* LUMO energy: -0.643 eV
* spin multiplicity: 1
* energy above the lowest of the compared OMol25 structures with the same formula, charge and spin: 0.00 kcal/mol

CARTESIAN COORDINATES (ANGSTROEM)
1 O 0.314 0.015 2.842
2 O -3.429 -1.766 1.753
3 O 3.204 5.012 4.907
4 O 1.119 5.475 5.168
5 O -0.601 -3.781 -1.804
6 O -2.950 -2.276 -1.861
7 S -1.023 0.483 -2.077
8 C -0.504 -0.070 1.946
9 C -2.579 -1.054 1.300
10 C -1.223 -0.048 -0.417
11 C -0.366 0.418 0.578
12 C 1.892 -1.415 -3.990
13 C 3.000 -1.393 -3.160
14 C 0.705 -0.759 -3.635
15 C 2.925 -0.727 -1.942
16 C 0.395 4.038 2.907
17 C 2.711 3.337 2.817
18 C 0.108 3.144 1.868
19 C 2.409 2.497 1.775
20 C 0.597 -0.144 -2.403
21 C 1.748 -0.099 -1.553
22 C 1.701 4.121 3.429
23 C 1.109 2.343 1.286
24 N -1.702 -0.603 2.226
25 N -2.330 -0.859 -0.034
26 N 1.784 0.472 -0.298
27 N 2.030 4.926 4.556
28 C -3.396 -1.241 -0.973
29 C 0.706 1.370 0.148
30 C -1.867 -4.393 -2.046
31 C -2.976 -3.622 -1.326
32 H -0.743 -2.827 -1.879
33 H 1.970 -1.950 -4.951
34 H 3.931 -1.886 -3.367
35 H -0.102 -0.824 -4.356
36 H 3.793 -0.648 -1.273
37 H -0.385 4.604 3.348
38 H 3.738 3.447 3.206
39 H -0.934 3.074 1.505
40 H 3.207 1.943 1.278
41 H -1.898 -0.759 3.215
42 H 2.122 -0.132 0.465
43 H -3.712 -0.335 -1.546
44 H -4.244 -1.615 -0.422
45 H 0.422 2.067 -0.665
46 H -1.824 -5.448 -1.694
47 H -2.086 -4.473 -3.105
48 H -3.983 -4.069 -1.485
49 H -2.779 -3.571 -0.259

=====

No. 2
Below is the ion C3H9N2S with charge -1 at a distorted geometry, with properties calculated with wB97M-V/def2-TZVPD.

Results
* highest occupied orbital energy: -2.33 eV
* SMILES string: NCNCC[S-]
* charge: -1
* orbital gap: 6.074 eV
* LUMO energy: 3.748 eV
* spin multiplicity: 1
* energy above the lowest of the compared OMol25 structures with the same formula, charge and spin: 19.28 kcal/mol

CARTESIAN COORDINATES (ANGSTROEM)
1 C 0.163 -0.346 0.235
2 C -0.928 0.325 1.080
3 S -1.494 -0.524 2.522
4 N 0.371 0.349 -1.052
5 C 1.450 -0.148 -1.860
6 N 1.852 0.758 -2.970
7 H 1.133 -0.399 0.739
8 H -0.221 -1.357 0.035
9 H -1.679 0.539 0.274
10 H -0.540 1.331 1.331
11 H -0.514 0.299 -1.552
12 H 1.170 -1.152 -2.235
13 H 2.350 -0.333 -1.261
14 H 1.006 0.890 -3.516
15 H 2.066 1.565 -2.392

=====

No. 3
Below is a structure of composition C4H11InN2O2 at a distorted geometry, with properties calculated with wB97M-V/def2-TZVPD.

Results
* highest occupied orbital energy (alpha / beta): -22.46 / -22.39 eV
* charge: +3
* orbital gap (alpha / beta): 5.820 / 5.964 eV
* LUMO energy (alpha / beta): -16.645 / -16.429 eV
* spin multiplicity: 2

CARTESIAN COORDINATES (ANGSTROEM)
1 In 1.672 -2.853 1.681
2 C 0.176 0.504 -2.202
3 C 1.494 -0.077 -1.504
4 C 2.534 0.977 -1.211
5 O 1.198 -0.906 -0.467
6 H 0.191 0.935 -3.203
7 H -0.180 1.381 -1.661
8 H -0.670 -0.164 -2.041
9 H 1.942 -0.798 -2.186
10 H 2.959 0.814 -0.220
11 H 1.962 1.902 -1.138
12 H 3.287 1.021 -1.997
13 C -1.757 -0.712 2.050
14 O -0.951 -1.651 2.104
15 N -1.674 0.203 1.194
16 N -2.713 -0.526 2.866
17 H -2.285 0.999 1.079
18 H -0.928 -0.014 0.548
19 H -2.869 -1.250 3.553
20 H -3.390 0.214 2.753

=====

No. 4
Below is a cluster of 2 separate species, CH4N3O2 in total at a distorted geometry, with properties calculated with wB97M-V/def2-TZVPD.

Results
* highest occupied orbital energy (alpha / beta): -1.51 / -1.53 eV
* charge: -1
* orbital gap (alpha / beta): 5.896 / 5.912 eV
* LUMO energy (alpha / beta): 4.388 / 4.385 eV
* spin multiplicity: 1
* energy above the lowest of the compared OMol25 structures with the same formula, charge and spin: 127.75 kcal/mol

CARTESIAN COORDINATES (ANGSTROEM)
1 C -0.699 -0.482 1.392
2 N -1.150 -0.511 -1.580
3 N 0.738 0.569 -0.686
4 N -0.599 0.377 -0.508
5 O 1.526 -0.312 -1.325
6 O -0.096 0.009 2.351
7 H -1.166 -1.479 1.597
8 H -1.681 -1.131 -0.939
9 H -0.307 -0.888 -2.098
10 H 1.275 0.945 0.182

=====

No. 5
Below is a cluster of 13 separate species, C19H62Br2N24O14PS in total at a distorted geometry, with properties calculated with wB97M-V/def2-TZVPD.

Results
* highest occupied orbital energy: -4.85 eV
* charge: -1
* orbital gap: 5.639 eV
* LUMO energy: 0.787 eV
* spin multiplicity: 1

CARTESIAN COORDINATES (ANGSTROEM)
1 C -6.006 -3.906 0.479
2 C -5.450 -4.944 1.414
3 O -6.201 -5.615 2.033
4 O -4.152 -5.102 1.620
5 C -3.262 -5.001 0.485
6 C -2.001 -4.267 0.892
7 P -2.220 -2.390 0.509
8 S -0.215 -2.090 -0.450
9 C -1.650 -1.796 2.259
10 Br -2.902 -0.435 2.933
11 C -0.646 -2.135 3.035
12 C 0.360 -3.165 2.673
13 Br -0.378 -1.344 4.795
14 H -7.072 -3.958 0.562
15 H -5.644 -2.917 0.721
16 H -5.683 -4.128 -0.526
17 H -3.705 -4.535 -0.385
18 H -2.972 -6.011 0.227
19 H -1.163 -4.709 0.372
20 H -1.953 -4.361 1.969
21 H -2.534 -1.007 0.197
22 H -2.727 -2.793 -0.807
23 H -3.591 -2.516 1.010
24 H 0.355 -3.293 -0.614
25 H 1.052 -3.209 3.511
26 H -0.011 -4.168 2.620
27 H 0.991 -2.932 1.837
28 C 3.493 -4.270 0.248
29 O 2.394 -4.426 0.768
30 N 4.075 -3.062 0.082
31 N 4.237 -5.334 -0.206
32 H 4.983 -2.928 -0.357
33 H 3.568 -2.262 0.415
34 H 3.838 -6.245 -0.086
35 H 5.149 -5.241 -0.623
36 C -5.694 2.207 0.409
37 O -6.533 3.044 0.087
38 N -5.045 1.427 -0.500
39 N -5.341 1.986 1.703
40 H -4.357 0.737 -0.248
41 H -5.277 1.556 -1.466
42 H -5.794 2.536 2.408
43 H -4.655 1.302 1.966
44 C -3.989 6.023 -2.202
45 O -3.606 6.533 -3.247
46 N -5.032 5.153 -2.147
47 N -3.394 6.292 -1.001
48 H -5.362 4.724 -1.298
49 H -5.490 4.932 -3.012
50 H -2.618 6.928 -1.005
51 H -3.689 5.885 -0.134
52 C 7.641 -1.984 -1.053
53 O 6.594 -2.083 -0.414
54 N 8.303 -0.802 -1.177
55 N 8.199 -3.048 -1.679
56 H 9.162 -0.690 -1.695
57 H 7.895 -0.010 -0.717
58 H 7.703 -3.925 -1.619
59 H 9.058 -2.984 -2.194
60 C 6.544 -6.391 -3.039
61 O 6.771 -5.684 -2.069
62 N 7.421 -6.502 -4.080
63 N 5.399 -7.118 -3.161
64 H 7.255 -7.073 -4.886
65 H 8.271 -5.975 -4.021
66 H 4.729 -7.051 -2.417
67 H 5.192 -7.700 -3.949
68 C 0.484 3.253 5.917
69 O 0.929 4.367 5.698
70 N -0.109 2.926 7.111
71 N 0.531 2.240 5.009
72 H -0.483 2.019 7.313
73 H -0.164 3.646 7.806
74 H 0.954 2.435 4.121
75 H 0.166 1.321 5.185
76 C -9.142 -7.495 3.195
77 O -10.201 -7.877 3.665
78 N -8.778 -6.180 3.160
79 N -8.221 -8.350 2.660
80 H -7.907 -5.850 2.765
81 H -9.435 -5.515 3.525
82 H -8.445 -9.326 2.663
83 H -7.346 -8.046 2.271
84 C -7.581 -2.668 4.302
85 O -7.833 -2.596 3.115
86 N -7.092 -1.618 5.028
87 N -7.755 -3.840 4.978
88 H -6.868 -1.672 6.003
89 H -6.944 -0.754 4.540
90 H -8.040 -4.613 4.404
91 H -7.571 -3.973 5.953
92 C 11.768 -1.496 -2.952
93 O 10.732 -1.639 -2.311
94 N 12.399 -0.304 -3.066
95 N 12.364 -2.541 -3.600
96 H 13.239 -0.161 -3.595
97 H 11.981 0.481 -2.603
98 H 11.922 -3.438 -3.531
99 H 13.210 -2.453 -4.129
100 C -3.900 10.912 -2.503
101 O -3.449 12.005 -2.829
102 N -4.642 10.741 -1.375
103 N -3.698 9.786 -3.247
104 H -5.026 9.860 -1.092
105 H -4.815 11.552 -0.800
106 H -3.154 9.878 -4.084
107 H -4.053 8.877 -3.002
108 C -7.129 13.052 -0.029
109 O -6.403 12.099 0.200
110 N -7.947 13.596 0.921
111 N -7.176 13.646 -1.256
112 H -8.550 14.377 0.753
113 H -7.930 13.178 1.833
114 H -6.581 13.267 -1.973
115 H -7.761 14.429 -1.472
116 C 14.420 1.520 -6.022
117 O 13.398 1.359 -5.376
118 N 15.039 2.732 -6.117
119 N 15.025 0.501 -6.705
120 H 15.877 2.888 -6.643
121 H 14.618 3.500 -5.629
122 H 14.591 -0.401 -6.664
123 H 15.863 0.613 -7.243

=====

No. 6
Below is a structure of composition C25H44N7NaO4 at a distorted geometry, with properties calculated with wB97M-V/def2-TZVPD.

Results
* highest occupied orbital energy: -6.40 eV
* orbital gap: 5.716 eV
* LUMO energy: -0.685 eV
* spin multiplicity: 1
* energy above the lowest of the compared OMol25 structures with the same formula, charge and spin: 19.40 kcal/mol

CARTESIAN COORDINATES (ANGSTROEM)
1 Na 0.342 0.918 -0.197
2 C -1.191 1.667 1.593
3 C -0.943 0.284 1.855
4 C -1.526 -0.447 0.762
5 C -2.113 0.526 -0.107
6 C -1.929 1.818 0.404
7 C -2.667 3.075 -0.040
8 C -1.918 4.352 0.348
9 C -2.914 3.079 -1.553
10 C -4.033 3.099 0.665
11 C -1.801 -1.940 0.483
12 C -3.149 -2.337 1.109
13 C -0.730 -2.925 0.962
14 C -1.931 -2.171 -1.035
15 C -0.283 -0.162 3.170
16 C 1.089 -0.829 2.954
17 C -1.208 -1.080 3.985
18 C -0.011 1.056 4.065
19 H -0.954 2.480 2.267
20 H -2.699 0.298 -0.991
21 H -0.934 4.392 -0.121
22 H -1.789 4.421 1.432
23 H -2.483 5.234 0.024
24 H -1.971 3.080 -2.106
25 H -3.481 3.972 -1.840
26 H -3.495 2.204 -1.861
27 H -3.900 3.090 1.751
28 H -4.618 2.217 0.390
29 H -4.604 3.997 0.389
30 H -3.125 -2.231 2.196
31 H -3.405 -3.378 0.869
32 H -3.941 -1.686 0.730
33 H -0.613 -2.945 2.043
34 H 0.239 -2.691 0.516
35 H -1.005 -3.939 0.649
36 H -2.840 -1.721 -1.444
37 H -1.976 -3.246 -1.241
38 H -1.078 -1.735 -1.568
39 H 1.029 -1.716 2.327
40 H 1.538 -1.118 3.914
41 H 1.770 -0.116 2.470
42 H -1.409 -2.030 3.493
43 H -2.169 -0.582 4.145
44 H -0.765 -1.297 4.964
45 H 0.674 1.764 3.588
46 H 0.450 0.720 4.999
47 H -0.935 1.585 4.313
48 N 4.442 0.490 -0.146
49 N 4.597 1.879 -0.336
50 C 3.600 2.704 -0.639
51 N 3.888 4.003 -0.750
52 N 2.401 2.127 -0.847
53 N 1.348 2.903 -1.215
54 O 0.364 2.279 -1.608
55 O 1.347 4.123 -1.114
56 H 4.954 0.041 -0.894
57 H 3.469 0.247 -0.324
58 H 5.402 2.269 0.120
59 H 4.817 4.333 -0.562
60 H 3.112 4.641 -0.770
61 N 0.157 -3.695 -3.643
62 C 1.132 -4.361 -2.974
63 O 1.525 -5.469 -3.294
64 C 1.729 -3.642 -1.796
65 C 2.290 -4.381 -0.766
66 C 2.858 -3.712 0.304
67 C 2.862 -2.324 0.295
68 N 2.339 -1.600 -0.703
69 C 1.779 -2.262 -1.721
70 H -0.260 -4.149 -4.437
71 H -0.216 -2.815 -3.330
72 H 2.275 -5.463 -0.827
73 H 3.296 -4.249 1.136
74 H 3.298 -1.770 1.122
75 H 1.366 -1.645 -2.513
76 C 1.132 0.394 -4.172
77 O 0.095 -0.094 -3.317
78 H 1.024 1.463 -4.371
79 H 1.078 -0.136 -5.120
80 H 2.121 0.222 -3.734
81 H -0.215 0.642 -2.776

=====

No. 7
Below is an isolated molecule of C3H4N2O2 at a distorted geometry, with properties calculated with wB97M-V/def2-TZVPD.

Results
* highest occupied orbital energy: -9.60 eV
* SMILES string: Cn1cnc(=O)o1
* orbital gap: 9.529 eV
* LUMO energy: -0.068 eV
* spin multiplicity: 1
* energy above the lowest of the compared OMol25 structures with the same formula, charge and spin: 106.03 kcal/mol

CARTESIAN COORDINATES (ANGSTROEM)
1 C -2.379 -0.491 0.233
2 C -0.424 1.227 0.056
3 C 1.284 -0.066 -0.038
4 H -2.924 -1.201 -0.479
5 H -2.665 -0.897 1.223
6 H -2.912 0.684 0.187
7 H -1.121 1.994 -0.292
8 N -0.987 -0.093 -0.195
9 N 0.892 1.235 -0.007
10 O 2.246 -0.675 0.282
11 O 0.180 -0.899 -0.374

=====

No. 8
Below is a structure of composition C10H28N2O4Zn at a distorted geometry, with properties calculated with wB97M-V/def2-TZVPD.

Results
* highest occupied orbital energy: -7.95 eV
* orbital gap: 8.309 eV
* LUMO energy: 0.356 eV
* spin multiplicity: 1

CARTESIAN COORDINATES (ANGSTROEM)
1 Zn -0.602 -0.417 -0.300
2 C -0.799 -2.572 -2.264
3 O -0.697 -2.192 -0.932
4 H -0.642 -3.634 -2.380
5 H -1.833 -2.497 -2.686
6 H -0.082 -2.118 -2.938
7 C -1.256 2.018 -1.917
8 O -0.231 1.235 -1.264
9 H -1.903 1.373 -2.479
10 H -1.793 2.606 -1.166
11 H -0.754 2.688 -2.600
12 C 2.683 -0.641 -1.676
13 C 2.652 -0.622 -0.132
14 C 3.907 0.138 0.328
15 O 3.959 0.075 1.726
16 C 5.038 0.751 2.390
17 N 1.494 0.164 0.302
18 H 2.885 0.345 -2.016
19 H 1.837 -1.142 -2.091
20 H 3.558 -1.267 -1.957
21 H 2.588 -1.561 0.405
22 H 3.824 1.184 -0.019
23 H 4.795 -0.332 -0.077
24 H 5.996 0.648 1.936
25 H 5.021 0.291 3.379
26 H 4.838 1.857 2.454
27 H 1.658 0.414 1.298
28 H 1.308 0.987 -0.289
29 C -2.009 1.617 2.089
30 C -2.555 0.195 1.997
31 C -3.645 0.024 0.862
32 O -3.004 0.103 -0.434
33 C -3.726 -0.556 -1.459
34 N -1.439 -0.701 1.702
35 H -1.066 1.610 2.701
36 H -2.611 2.325 2.635
37 H -1.635 2.085 1.140
38 H -3.056 -0.089 2.936
39 H -4.491 0.808 0.976
40 H -4.124 -0.959 0.987
41 H -4.788 -0.279 -1.360
42 H -3.606 -1.585 -1.479
43 H -3.285 -0.286 -2.424
44 H -1.689 -1.664 1.734
45 H -0.718 -0.429 2.363

=====

Number 1: energy -50109.67115 eV. Number 2: energy -17072.69012 eV. Number 3: energy -16536.92859 eV. Number 4: energy -9661.38119 eV. Number 5: energy -245357.84202 eV. Number 6: energy -49673.55184 eV. Number 7: energy -10247.66708 eV. Number 8: energy -70410.96710 eV.